Here is a molecular structure, C12H9N11Re from OMol25. Energies are from wB97M-V/def2-TZVPD.

Atoms and positions in Å:
Re  -0.08842  0.01574  0.01263
N  -3.64149  1.71788  1.12532
N  -1.39735  -1.26422  -0.64647
N  -1.65087  0.99686  0.63236
N  -3.52887  -0.35661  -0.04264
N  1.10628  0.42240  1.66227
N  1.00642  1.67870  -0.57876
N  -2.70075  2.58223  1.56792
N  -2.03836  -3.04682  -1.61723
N  -1.51531  2.19666  1.29892
N  -0.98099  -2.41324  -1.30918
N  -3.16644  -2.40673  -1.20810
C  -2.76875  -1.32320  -0.61840
C  2.55096  1.14045  3.88024
C  2.47744  3.43178  0.04616
C  1.77261  -0.00879  3.90223
C  -2.99808  0.74351  0.55041
C  2.59706  1.92652  2.73131
C  1.05616  -0.33890  2.77420
C  1.80996  2.27022  0.34722
C  1.50275  3.38668  -2.15478
C  1.86713  1.55071  1.63068
C  2.32387  3.99796  -1.21715
C  0.85228  2.22616  -1.80146
H  1.71584  -0.63871  4.77842
H  0.42601  -1.22043  2.74523
H  3.12135  1.42809  4.75393
H  3.19967  2.82318  2.70916
H  -4.53825  -0.45930  -0.05520
H  2.84432  4.91410  -1.46462
H  1.36289  3.80167  -3.14267
H  0.19252  1.71697  -2.49463
H  3.11376  3.90425  0.78066

Atoms 1-3, force components in eV/Å:
-0.70 0.46 0.29
-0.18 -0.03 -0.01
0.40 0.66 0.35

Summary:
total charge: +2
lowest unoccupied orbital energy (alpha / beta): -9.29 / -10.33 eV
highest occupied orbital energy (alpha / beta): -16.01 / -16.01 eV
expectation value of S²: 3.776
2S+1: 4
orbital gap (alpha / beta): 6.72 / 5.68 eV

Atomic partial charges in e from the Mulliken method, atoms 1 to 4: 1.55, -0.37, 0.18, -0.06